Below is a structure of composition C22H43CeCl3NOP, with properties calculated with ωB97M-V/def2-TZVPD.

Output
Strongest force on any atom, eV Å⁻¹: 3.59
E_HOMO, Eh: 0.027
Lowest unoccupied orbital energy, eV: 3.9
Gap between HOMO and LUMO, eV: 3.17
Net charge: -2

```
72
Properties=species:S:1:pos:R:3:forces:R:3:mulliken_charge:R:1
C -0.533651 1.000860 -3.053751 1.221 -0.984 0.171 0.28
C -0.671626 -0.385367 -3.338796 1.152 0.640 0.407 0.50
C 0.614739 -0.982856 -3.278218 -0.174 1.450 0.521 0.91
C -1.944071 -1.106595 -3.538415 -0.520 -0.290 -0.069 -1.44
C 1.550416 0.015898 -2.879932 -1.499 0.312 -0.713 0.23
C 0.844366 1.250691 -2.782133 -0.639 -1.446 -0.443 0.43
C 1.403781 2.544553 -2.365793 0.073 0.410 0.107 -1.36
C -1.649624 1.961355 -2.964361 -0.305 0.237 -0.021 -1.44
C 0.874197 -2.414149 -3.493087 0.029 -0.488 0.039 -1.65
C 2.931395 -0.230454 -2.418591 0.331 -0.249 0.153 -1.44
Ce -1.018444 -0.202112 0.587972 1.162 0.727 -1.223 1.02
Cl -2.054816 -2.643793 0.228669 -0.257 -0.210 0.293 -0.57
Cl -3.465647 0.835424 0.402289 -0.531 -0.020 0.100 -0.58
Cl 1.222251 -1.457355 0.026062 -0.008 -0.280 0.126 -0.71
H -2.785900 -0.403449 -3.523350 0.009 -0.172 -0.091 0.36
H -2.124795 -1.839119 -2.733836 -0.053 -0.005 -0.264 0.16
H -1.956559 -1.643439 -4.497541 -0.206 -0.097 0.001 0.36
H 0.136905 -3.027901 -2.961368 0.035 -0.142 -0.050 0.28
H 1.861901 -2.695591 -3.120864 0.066 -0.091 -0.035 0.35
H 0.818311 -2.666815 -4.561391 0.064 -0.270 -0.043 0.33
H 2.930936 -1.065860 -1.705243 0.261 0.050 -0.276 0.28
H 3.293904 0.631548 -1.854601 0.215 0.033 -0.075 0.30
H 3.633813 -0.449221 -3.231067 0.240 0.002 -0.004 0.22
H 2.366516 2.395376 -1.868060 0.060 0.212 -0.019 0.27
H 0.720380 3.008469 -1.646210 0.145 0.262 -0.094 0.26
H 1.549982 3.220924 -3.223205 0.100 0.184 0.194 0.17
H -2.511159 1.495108 -2.476495 -0.126 0.175 -0.097 0.22
H -1.957708 2.315862 -3.958995 -0.182 0.215 0.049 0.32
H -1.375117 2.813111 -2.341241 -0.051 0.144 -0.059 0.29
O -0.480412 1.715581 -0.131820 -0.033 -0.192 0.878 -0.48
H 0.030251 2.278753 0.462966 0.016 -0.091 -0.117 0.20
C -2.270208 -0.041414 6.050540 -0.322 -0.045 0.066 -2.00
C -1.990329 -0.173077 4.545983 1.306 0.159 0.934 2.49
C -2.389817 -1.571942 4.087937 -0.249 -0.267 -0.235 -1.79
C -2.751755 0.884010 3.711846 0.090 0.110 -0.289 -1.48
P -0.041284 0.037929 4.091514 -0.492 0.676 -3.493 0.15
N -0.183520 0.125203 2.495867 -0.115 0.092 1.317 -0.62
C 0.674232 1.718920 4.733118 -0.449 -1.104 0.457 1.97
C 0.794064 1.719644 6.270040 0.109 0.252 -0.063 -1.46
C 2.047609 1.970513 4.101484 0.031 0.078 0.100 -1.98
C -0.266994 2.830081 4.261968 -0.032 0.045 0.004 -1.60
C 1.266280 -1.344059 4.305504 -0.212 0.077 1.116 2.28
C 0.555861 -2.693988 4.139609 -0.026 -0.039 -0.086 -1.85
C 2.328068 -1.169317 3.209895 -0.447 0.142 -0.376 -1.13
C 1.952571 -1.328645 5.673773 0.041 0.016 0.190 -1.94
H -3.335701 -0.232279 6.245645 0.080 0.009 -0.080 0.49
H -2.060807 0.956398 6.447566 0.007 -0.085 -0.160 0.37
H -1.711774 -0.776878 6.644709 0.029 0.108 -0.137 0.28
H -2.065231 -2.363479 4.771584 -0.018 0.232 -0.104 0.21
H -3.485723 -1.620755 4.046555 0.105 0.063 0.004 0.61
H -2.029681 -1.811149 3.076106 -0.122 0.063 0.309 0.27
H -3.560427 0.389562 3.159033 0.091 0.196 0.219 0.49
H -3.175458 1.697331 4.312658 0.037 -0.239 0.179 0.25
H -2.147664 1.364070 2.922993 -0.235 -0.403 0.505 0.17
H 1.525028 0.987839 6.628271 -0.202 0.194 -0.090 0.25
H 1.153793 2.711485 6.581644 -0.138 -0.092 0.087 0.48
H -0.161582 1.514382 6.769567 0.269 0.156 -0.145 0.15
H 2.013856 1.854897 3.012427 -0.013 -0.019 0.184 0.33
H 2.324595 3.006544 4.333577 0.010 -0.019 -0.059 0.61
H 2.837679 1.332853 4.516729 -0.248 0.101 -0.113 0.23
H -0.477540 2.746807 3.190199 0.111 -0.028 0.152 0.14
H -1.226511 2.838497 4.792443 0.224 -0.030 -0.032 0.22
H 0.245474 3.784924 4.438021 -0.177 -0.012 0.025 0.56
H 0.110175 -2.784059 3.142286 -0.016 0.024 0.201 0.22
H 1.292753 -3.495012 4.246101 0.117 0.020 -0.075 0.57
H -0.209024 -2.863923 4.911442 0.296 0.081 -0.238 0.24
H 2.757407 -0.157053 3.204886 -0.177 -0.570 -0.133 0.21
H 3.151553 -1.881186 3.374931 -0.237 -0.010 0.099 0.53
H 1.857378 -1.371274 2.230458 0.505 0.244 0.390 -0.14
H 2.599557 -0.446839 5.808085 -0.364 -0.285 0.031 0.27
H 1.218221 -1.414769 6.488620 0.258 0.176 -0.012 0.30
H 2.615565 -2.195928 5.737190 -0.019 -0.097 0.004 0.55
```
Forces are in eV/Å.